ORCA calculation (the ωB97M-V functional and the def2-TZVPD basis) on 2 unconnected molecules or ions with the total composition C28H24BF3O2S3.

```
61
Properties=species:S:1:pos:R:3:mulliken_charge:R:1
C 4.60 -0.59 -1.35 -0.576
C 4.13 -0.96 -0.10 -0.802
C 2.79 -1.17 0.09 -0.705
C 1.82 -0.73 -0.83 0.427
C 0.37 -0.69 -0.44 1.506
S -0.54 -1.03 -1.80 -0.022
C -2.12 -1.86 -1.68 -0.755
C -2.12 -3.37 -1.40 -0.949
C -1.53 -3.89 -0.10 -0.470
S 0.28 -3.72 0.38 -0.295
C 2.31 -0.69 -2.18 -0.636
C 3.69 -0.52 -2.41 -0.684
H 5.67 -0.34 -1.46 0.384
H 4.76 -1.12 0.77 0.439
H 2.54 -1.62 1.04 0.508
H -2.77 -1.28 -1.01 0.365
H -2.53 -1.74 -2.71 0.591
H -3.18 -3.65 -1.28 0.408
H -1.75 -3.92 -2.27 0.275
H -2.18 -3.50 0.70 0.222
H -1.61 -5.00 -0.04 0.471
H 1.67 -0.76 -3.07 0.485
H 4.06 -0.29 -3.42 0.369
C -0.61 4.91 3.21 -1.329
C -0.13 3.99 2.16 0.890
C 1.14 3.94 1.60 -1.164
C 1.25 3.00 0.55 -0.318
C -0.01 2.58 0.12 0.572
B 0.00 -1.90 0.78 0.320
C -0.40 1.90 -1.05 0.760
C -1.69 1.32 -1.15 -1.324
C -2.27 1.26 -2.41 -0.998
C -1.46 1.54 -3.51 0.525
C -2.05 1.62 -4.87 0.803
F -1.31 2.41 -5.71 -0.274
F -2.13 0.38 -5.45 -0.260
F -3.31 2.13 -4.84 -0.276
C -0.07 1.66 -3.42 -1.254
C 0.47 1.85 -2.15 -0.052
O 0.88 -1.18 1.73 -0.095
C 0.24 -0.96 2.88 0.758
C -1.10 -1.39 2.74 0.347
C -1.68 -2.04 3.86 -1.121
C -0.83 -2.49 4.85 -0.429
C 0.49 -2.01 5.00 -0.386
C 0.97 -1.01 4.13 -1.287
O -1.34 -1.73 1.44 -0.251
S -1.17 2.84 1.41 -0.174
H 0.10 5.73 3.32 0.384
H -1.60 5.33 2.98 0.330
H -0.68 4.36 4.15 0.285
H 1.98 4.51 1.99 0.361
H 2.15 2.71 0.01 0.498
H -2.20 0.96 -0.27 0.626
H -3.32 1.04 -2.54 0.490
H 0.57 1.62 -4.30 0.475
H 1.55 1.95 -2.01 0.447
H -2.73 -2.27 3.80 0.465
H -1.17 -3.27 5.52 0.357
H 1.17 -2.41 5.76 0.345
H 1.93 -0.48 4.28 0.396
```

Charge ... 0
F_max ... 0.1258 Eh/bohr
Electronic energy ... -2750.7158 Ha
HOMO-LUMO gap ... 4.63 eV
Energy relative to the best compared isomer or geometry (same formula, charge and spin) ... 3.7524 eV

---

ORCA calculation (the ωB97M-V functional and the def2-TZVPD basis) on a molecular structure, C32H38AsN4O2PReSSe.

```
81
Properties=species:S:1:pos:R:3:mulliken_charge:R:1
Re 1.09 -0.96 0.40 0.050
O 2.14 -3.62 0.73 -0.351
N 2.68 -2.33 0.64 0.365
C 3.95 -2.20 0.77 0.500
C 4.78 -1.02 0.62 0.381
C 6.14 -1.25 0.85 -1.025
C 7.07 -0.22 0.73 -0.894
C 6.64 1.04 0.38 -0.749
C 5.29 1.29 0.14 -0.363
C 4.35 0.28 0.26 0.422
P 2.60 0.73 0.05 1.579
C 2.30 1.71 1.55 1.002
C 2.09 0.93 2.68 -0.314
C 1.88 1.50 3.93 -0.977
C 1.88 2.89 4.04 -0.664
C 2.10 3.68 2.92 -0.872
C 2.32 3.10 1.67 -0.284
C 2.51 1.69 -1.46 0.596
C 3.30 1.33 -2.55 -0.733
C 3.20 2.03 -3.74 -0.806
C 2.32 3.09 -3.85 -0.695
C 1.53 3.46 -2.77 -1.248
C 1.62 2.76 -1.58 -0.299
H 2.83 -4.25 1.00 0.336
H 4.52 -3.11 0.99 0.445
H 6.48 -2.24 1.12 0.415
H 8.12 -0.42 0.91 0.450
H 7.35 1.86 0.28 0.484
H 4.98 2.29 -0.13 0.470
H 2.16 -0.17 2.65 0.160
H 1.74 0.88 4.80 0.522
H 1.73 3.35 5.00 0.473
H 2.12 4.76 3.02 0.503
H 2.51 3.73 0.81 0.506
H 4.00 0.50 -2.48 0.462
H 3.82 1.74 -4.59 0.466
H 2.26 3.65 -4.78 0.452
H 0.86 4.31 -2.85 0.481
H 1.02 3.07 -0.73 0.526
O -0.47 -0.22 1.16 -0.605
N -1.05 1.01 1.31 1.359
C -1.23 1.77 0.22 -0.247
C -1.91 2.96 0.35 -1.180
C -2.41 3.32 1.59 -0.331
C -2.23 2.49 2.68 -1.070
C -1.55 1.30 2.52 -0.343
H -0.82 1.38 -0.70 0.704
H -2.05 3.58 -0.53 0.618
H -2.96 4.25 1.70 0.504
H -2.62 2.73 3.66 0.581
H -1.37 0.56 3.28 0.570
C -5.20 0.63 -1.92 -0.788
N -5.88 -0.24 -0.98 0.212
C -7.24 -0.44 -0.95 -0.449
C -7.49 -1.29 0.07 -0.383
N -6.28 -1.60 0.64 0.189
C -6.10 -2.53 1.75 -0.805
C -5.29 -0.96 -0.01 -0.158
Se -3.48 -1.08 0.42 -0.469
H -5.73 0.62 -2.87 0.338
H -4.18 0.27 -2.06 0.230
H -5.17 1.65 -1.54 0.287
H -7.91 0.05 -1.64 0.475
H -8.42 -1.70 0.44 0.431
H -7.08 -2.82 2.12 0.301
H -5.54 -2.04 2.55 0.328
H -5.55 -3.41 1.42 0.296
C -2.25 -2.74 -2.80 -0.667
As -0.69 -3.20 -1.79 0.652
C -1.16 -3.90 -0.06 -0.825
C 0.33 -4.51 -2.76 -1.057
S 0.59 -1.36 -1.70 -0.319
H -2.73 -3.67 -3.12 0.424
H -1.96 -2.15 -3.67 0.421
H -2.90 -2.17 -2.14 -0.041
H -2.00 -4.57 -0.22 0.449
H -1.49 -3.09 0.58 0.096
H -0.31 -4.44 0.35 0.327
H -0.26 -5.43 -2.77 0.448
H 1.28 -4.68 -2.27 0.329
H 0.47 -4.17 -3.78 0.394
```

Charge ... +3
F_max ... 0.0295 Eh/bohr
Electronic energy ... -7065.7595 Ha
HOMO-LUMO gap ... 4.75 eV
Energy relative to the best compared isomer or geometry (same formula, charge and spin) ... 1.0053 eV

---

ORCA calculation (the ωB97M-V functional and the def2-TZVPD basis) on a gas-phase ion, C24H31N6O4 (charge +1).

```
65
Properties=species:S:1:pos:R:3:mulliken_charge:R:1
C 3.29 4.62 2.00 -0.972
O 1.98 4.13 1.85 -0.462
C 1.78 2.89 1.34 1.369
C 2.81 2.05 0.94 -0.776
C 2.57 0.79 0.41 -0.960
C 1.27 0.34 0.29 -0.300
C 0.97 -1.01 -0.32 -0.153
C -0.02 -0.85 -1.42 -0.373
N -1.26 -1.30 -1.34 0.254
N -1.86 -0.90 -2.46 -1.264
N -1.08 -0.24 -3.18 -0.214
N 0.11 -0.17 -2.58 0.876
C 1.22 0.59 -3.10 0.206
C 1.00 2.09 -2.83 -0.603
C 0.34 2.59 -4.11 -0.718
C 1.13 1.86 -5.19 -0.663
C 1.31 0.45 -4.63 -0.921
N 0.32 -1.93 0.67 0.098
C 0.88 -1.87 2.04 -0.319
C 0.20 -2.96 2.89 -1.020
N -1.05 -3.35 2.28 -0.008
C -2.11 -2.48 2.48 0.487
O -1.93 -1.43 3.08 -0.639
C -3.43 -2.89 2.03 0.416
C -4.60 -2.17 2.11 -0.467
C -5.62 -3.01 1.62 -0.494
C -5.00 -4.18 1.27 -0.458
O -3.69 -4.12 1.51 -0.332
C -0.84 -4.07 1.05 -0.885
C 0.26 -3.34 0.23 -0.377
C 0.23 1.16 0.69 0.049
C 0.44 2.42 1.22 -0.165
O -0.69 3.07 1.55 -0.455
C -0.69 4.35 2.17 -0.863
H 3.88 3.99 2.68 0.369
H 3.80 4.69 1.03 0.367
H 3.18 5.61 2.42 0.269
H 3.83 2.39 1.02 0.497
H 3.41 0.18 0.10 0.530
H 1.90 -1.49 -0.67 0.576
H 2.12 0.22 -2.59 0.444
H 1.97 2.57 -2.69 0.339
H 0.40 2.26 -1.94 0.139
H 0.40 3.67 -4.20 0.420
H -0.70 2.28 -4.14 0.305
H 0.62 1.86 -6.15 0.381
H 2.10 2.34 -5.33 0.325
H 2.25 0.00 -4.94 0.344
H 0.49 -0.19 -4.98 0.321
H -0.66 -1.61 0.71 0.421
H 0.67 -0.88 2.45 0.240
H 1.96 -2.02 1.98 0.556
H 0.83 -3.85 2.98 0.342
H -0.01 -2.57 3.89 0.467
H -4.70 -1.17 2.49 0.556
H -6.66 -2.78 1.53 0.470
H -5.39 -5.09 0.86 0.480
H -0.52 -5.09 1.26 0.332
H -1.76 -4.11 0.48 0.431
H 0.02 -3.39 -0.83 0.401
H 1.25 -3.79 0.39 0.425
H -0.80 0.84 0.61 0.465
H -0.16 4.33 3.12 0.307
H -0.25 5.11 1.52 0.289
H -1.74 4.57 2.34 0.299
```

Charge ... +1
F_max ... 0.0364 Eh/bohr
Electronic energy ... -1562.3523 Ha
SMILES ... COc1ccc([C@H](c2nnnn2C2CCCC2)[NH+]2CCN(C(=O)c3ccco3)CC2)cc1OC
HOMO-LUMO gap ... 8.91 eV

---

no.,HOMO energy (eV)
1,-6.78
2,-14.14
3,-11.10